# C8H79AlIO32Si

A structure of composition C8H79AlIO32Si at a distorted geometry (the ωB97M-V functional and the def2-TZVPD basis, the Open Molecules 2025 dataset).

Each line ends with the Löwdin charge.
Atoms and positions in Å:
C: 2.631 0.858 0.449  -0.108
C: 1.767 2.112 1.059  -0.301
C: 0.670 2.767 0.033  -0.589
I: -0.556 4.179 1.236  0.741
C: -0.223 1.688 -0.818  -0.360
O: 0.576 1.465 -2.054  -0.325
Al: 0.410 -0.314 -2.650  0.252
O: -0.604 -0.793 -1.098  -0.345
C: -0.758 0.308 -0.112  -0.355
Si: -2.606 0.124 0.396  0.566
C: -3.070 -1.782 0.478  -0.208
C: -3.864 0.897 -0.866  -0.213
C: -2.909 0.789 2.218  -0.212
H: 3.018 0.235 1.392  0.085
H: 3.631 1.233 -0.085  0.078
H: 2.022 0.106 -0.210  0.061
H: 1.311 1.835 2.127  0.103
H: 2.558 2.975 1.291  0.069
H: 1.262 3.436 -0.746  0.086
H: -1.114 2.373 -1.217  0.114
H: 1.812 -1.064 -2.674  -0.073
H: -0.409 -0.420 -4.024  -0.058
H: -0.181 0.107 0.886  0.103
H: -2.301 -2.378 1.145  0.034
H: -3.137 -2.258 -0.607  0.057
H: -4.150 -1.923 0.962  0.024
H: -4.933 0.478 -0.540  0.046
H: -3.695 0.533 -1.968  0.036
H: -3.957 2.078 -0.773  0.041
H: -2.750 1.949 2.243  0.002
H: -3.976 0.434 2.559  0.034
H: -2.133 0.193 2.886  0.025
O: -0.324 -1.352 3.299  -0.059
H: 0.569 -1.562 2.989  0.069
H: -0.345 -1.697 4.204  0.057
O: -0.188 -4.217 0.798  -0.083
H: -0.605 -4.919 0.277  -0.008
H: -0.207 -3.446 0.211  0.025
O: -5.115 1.906 3.703  -0.095
H: -4.813 2.514 4.394  0.011
H: -5.472 2.490 3.017  0.009
O: 1.166 -1.957 -5.304  -0.136
H: 1.075 -1.934 -6.268  0.032
H: 1.443 -2.867 -5.117  0.035
O: 2.152 5.447 -2.498  -0.058
H: 1.279 5.583 -2.101  0.046
H: 2.053 4.630 -3.008  0.012
O: 2.105 3.357 -5.179  -0.066
H: 2.316 2.980 -6.047  0.052
H: 1.963 2.582 -4.615  0.032
O: 3.378 2.317 -2.762  -0.071
H: 2.561 2.102 -2.288  -0.009
H: 4.044 1.747 -2.349  0.040
O: 0.052 0.947 5.032  -0.072
H: -0.821 1.083 5.429  0.023
H: -0.047 0.129 4.521  -0.022
O: 2.937 4.957 2.861  -0.082
H: 3.273 4.049 2.909  0.026
H: 1.974 4.852 2.881  -0.017
O: -1.495 -6.196 -1.160  -0.063
H: -2.455 -6.064 -1.181  0.027
H: -1.366 -7.045 -1.609  0.010
O: -6.427 -2.147 2.013  -0.078
H: -6.652 -1.207 1.950  0.044
H: -6.638 -2.378 2.930  -0.004
O: 4.866 3.892 0.618  -0.055
H: 5.169 4.501 1.309  0.035
H: 4.509 4.476 -0.068  0.063
O: -5.123 4.094 1.666  -0.063
H: -4.495 3.817 0.982  0.032
H: -4.637 4.759 2.175  0.051
O: 2.757 6.251 -5.537  -0.078
H: 3.651 6.041 -5.847  0.033
H: 2.736 5.905 -4.632  -0.006
O: 8.057 3.776 1.474  -0.057
H: 8.393 2.869 1.522  0.045
H: 7.094 3.671 1.494  0.002
O: -3.157 3.201 5.999  -0.048
H: -3.405 3.641 6.826  0.044
H: -2.293 2.808 6.193  0.035
O: 6.492 1.056 2.516  -0.062
H: 6.681 1.079 3.466  0.014
H: 5.871 1.788 2.383  0.021
O: -4.223 -3.540 3.619  -0.070
H: -4.565 -3.917 2.795  0.040
H: -3.667 -2.803 3.327  0.027
O: -7.057 -1.946 4.958  -0.061
H: -7.305 -1.506 5.785  0.047
H: -6.193 -2.339 5.152  0.036
O: -2.439 2.029 -3.446  -0.091
H: -1.529 1.884 -3.147  -0.006
H: -2.347 2.232 -4.389  0.022
O: -4.661 0.994 -5.211  -0.072
H: -4.472 1.017 -4.261  0.013
H: -5.282 1.726 -5.344  0.035
O: 8.104 0.083 5.035  -0.054
H: 8.998 -0.127 4.724  0.047
H: 8.083 -0.263 5.940  0.045
O: 0.304 -8.620 -1.385  -0.058
H: 1.198 -8.830 -1.695  0.046
H: 0.283 -8.966 -0.480  0.049
O: -1.577 -10.147 -3.000  -0.082
H: -0.948 -10.424 -3.683  0.015
H: -1.090 -9.482 -2.490  -0.017
O: -1.181 -10.667 0.511  -0.058
H: -2.054 -10.531 0.908  0.047
H: -1.280 -11.485 0.000  0.045
O: -3.760 -6.395 -3.015  -0.055
H: -4.176 -7.097 -3.537  0.045
H: -3.779 -5.624 -3.603  0.054
O: 3.740 7.632 4.785  -0.075
H: 3.324 6.929 4.263  0.004
H: 3.721 8.402 4.197  0.035
O: 1.349 -9.437 -3.923  -0.058
H: 1.519 -9.857 -4.779  0.052
H: 0.717 -8.732 -4.129  0.052
O: -0.376 2.258 -5.860  -0.066
H: -0.718 1.882 -6.685  0.047
H: 0.180 2.996 -6.152  0.021
O: 8.072 6.431 -0.290  -0.074
H: 8.283 6.054 -1.157  0.037
H: 7.930 5.656 0.274  -0.006

* frontier orbital gap: 6.81 eV
* charge: -1